Entry 1:
{
  "formula": "C28H56Cl8O10",
  "method": "ωB97M-V/def2-TZVPD",
  "symbols": ["C", "C", "O", "C", "C", "O", "H", "H", "H", "H", "H", "H", "H", "H", "C", "C", "O", "C", "C", "O", "H", "H", "H", "H", "H", "H", "H", "H", "C", "C", "O", "C", "C", "O", "H", "H", "H", "H", "H", "H", "H", "H", "C", "C", "O", "C", "C", "O", "H", "H", "H", "H", "H", "H", "H", "H", "C", "C", "O", "C", "C", "O", "H", "H", "H", "H", "H", "H", "H", "H", "Cl", "C", "C", "Cl", "H", "H", "H", "H", "Cl", "C", "C", "Cl", "H", "H", "H", "H", "Cl", "C", "C", "Cl", "H", "H", "H", "H", "Cl", "C", "C", "Cl", "H", "H", "H", "H"],
  "coordinates": [[-0.31830, -0.89989, -3.52335], [-1.16117, -2.04553, -4.09287], [-1.40032, -1.81475, -5.48449], [-2.50682, -1.19497, -5.86258], [-2.55524, -1.00970, -7.33471], [-3.30883, -0.76356, -5.07218], [-0.87170, 0.01799, -3.25669], [0.41452, -0.68850, -4.33911], [0.21791, -1.34290, -2.71542], [-0.51854, -2.86338, -3.99186], [-2.03300, -2.31395, -3.51993], [-2.69715, -2.00627, -7.76491], [-1.58617, -0.66533, -7.76729], [-3.45651, -0.53508, -7.55253], [1.13985, -4.02384, -1.86315], [1.27473, -5.49816, -1.72493], [0.38749, -6.18928, -2.63068], [0.46039, -7.48895, -2.70548], [-0.68997, -8.09307, -3.49995], [1.38072, -8.09648, -2.22429], [1.45490, -3.61510, -2.79432], [1.68410, -3.44519, -1.05167], [0.04783, -3.80101, -1.79238], [2.22826, -5.92329, -1.79003], [0.84660, -5.73655, -0.74165], [-1.57773, -8.02957, -2.85603], [-0.56112, -9.12298, -3.74167], [-0.89548, -7.54836, -4.39044], [3.00853, 5.07084, 1.17727], [3.31906, 4.05439, 0.07549], [2.50524, 2.89497, 0.32980], [2.73272, 1.87397, -0.47144], [1.66301, 0.84003, -0.26714], [3.64839, 1.72166, -1.23982], [2.14613, 5.74387, 0.99129], [3.87759, 5.59960, 1.50550], [2.77218, 4.49581, 2.05811], [3.09539, 4.45112, -0.93847], [4.35866, 3.72410, 0.08609], [1.33583, 0.65892, 0.74185], [2.02419, -0.11526, -0.75465], [0.77233, 1.26584, -0.75865], [5.70444, -0.87054, 2.62435], [4.69957, 0.32841, 2.75466], [5.11924, 1.25745, 3.76164], [4.61718, 0.99794, 4.98399], [5.08317, 1.87711, 6.03605], [3.93583, 0.03669, 5.21846], [6.71907, -0.56028, 2.68257], [5.61994, -1.43044, 1.67114], [5.54337, -1.50910, 3.43792], [4.72010, 1.02053, 1.82953], [3.70758, 0.02238, 3.06694], [4.39931, 2.75212, 6.04290], [6.01574, 2.24967, 5.89435], [4.91756, 1.34047, 7.00944], [-0.08630, 4.38700, 2.73342], [-0.13979, 2.92061, 2.42616], [0.40422, 2.34556, 3.58690], [0.12896, 1.05654, 3.75265], [0.55433, 0.50193, 5.10054], [-0.46536, 0.42449, 2.89360], [-0.70607, 4.65405, 3.65510], [-0.53617, 4.86493, 1.83161], [0.91274, 4.75579, 2.91260], [-1.15848, 2.57944, 2.31017], [0.37409, 2.60778, 1.53811], [-0.03252, 0.86897, 5.97516], [1.65801, 0.60046, 5.38407], [0.35691, -0.54598, 5.01185], [-2.35527, 2.62456, -4.41097], [-1.24820, 2.66446, -3.02202], [-1.08560, 4.13137, -2.56285], [-0.00654, 4.10678, -1.18022], [-0.24999, 2.39619, -3.29958], [-1.71193, 2.07541, -2.21778], [-2.05327, 4.62348, -2.21922], [-0.62773, 4.74269, -3.34670], [-3.26745, 2.90086, 0.86054], [-4.55955, 2.66757, 2.00673], [-4.59877, 1.25785, 2.52296], [-3.56731, 0.99455, 3.98206], [-5.57617, 2.86508, 1.47481], [-4.69179, 3.36392, 2.82260], [-4.26644, 0.50795, 1.86530], [-5.63517, 0.99844, 2.84357], [-6.57598, 0.42209, -0.46271], [-5.36769, 0.97700, -1.72685], [-4.29625, -0.02819, -2.03991], [-3.01808, -0.29863, -0.83616], [-4.92818, 1.88470, -1.35643], [-5.81920, 1.21195, -2.68165], [-3.73180, 0.31130, -2.94054], [-4.60127, -1.00757, -2.31453], [-1.83323, -4.19500, 0.32482], [-1.90621, -2.73482, 1.37119], [-1.03967, -2.96085, 2.59309], [0.71081, -3.08292, 2.32092], [-2.91258, -2.65732, 1.70374], [-1.50968, -1.94302, 0.79960], [-1.30587, -3.81048, 3.28443], [-1.08908, -2.08562, 3.26528]],
  "mulliken_charge": [-0.22, -0.28, -0.40, 0.81, -1.23, -0.53, -0.31, 0.44, 0.10, 0.26, 0.31, 0.34, 0.31, 0.38, -0.64, -0.59, -0.23, 0.76, -1.08, -0.58, 0.44, 0.26, 0.02, 0.47, 0.27, 0.25, 0.34, 0.32, -1.00, -0.45, 0.18, 0.28, -0.05, -0.61, 0.24, 0.46, 0.14, 0.30, 0.45, 0.06, 0.18, -0.13, -1.46, 0.54, -0.40, 0.90, -1.26, -0.60, 0.36, 0.36, 0.39, 0.01, 0.15, 0.25, 0.44, 0.32, -1.45, 1.31, -0.35, 0.62, -1.00, -0.26, 0.35, 0.26, 0.29, -0.10, -0.39, 0.36, 0.05, 0.26, -0.19, -0.05, -0.80, -0.05, 0.37, -0.01, 0.30, 0.43, -0.04, -0.65, -0.19, -0.19, 0.30, 0.42, 0.00, 0.35, -0.23, -0.36, -0.39, 0.05, 0.15, 0.44, -0.09, 0.42, -0.20, 0.14, -0.23, -0.19, 0.43, -0.35, 0.44, -0.07],
  "smiles": "CCOC(C)=O.CCOC(C)=O.CCOC(C)=O.CCOC(C)=O.CCOC(C)=O.ClCCCl.ClCCCl.ClCCCl.ClCCCl",
  "e_homo_ev": -10.0,
  "e_above_lowest_ev": 0.723,
  "mol_weight_g_mol": 836.370,
  "largest_force_ev_per_a": 4.01,
  "orbital_gap_ev": 10.43,
  "energy_ev": -150599.48012,
  "total_charge": 0,
  "multiplicity": 1
}


Entry 2:
{
  "formula": "C5H10O2",
  "method": "ωB97M-V/def2-TZVPD",
  "symbols": ["O", "C", "C", "C", "C", "O", "C", "H", "H", "H", "H", "H", "H", "H", "H", "H", "H"],
  "coordinates": [[-0.82118, 2.42613, -0.37399], [-1.19057, 1.08681, -0.67972], [0.02321, 0.24130, -0.33157], [0.15185, -0.16993, 1.13421], [1.32192, -1.13320, 1.01857], [1.07335, -1.86875, -0.17454], [0.25585, -1.09334, -1.04857], [-1.53841, 2.87378, 0.07868], [-2.07594, 0.77192, -0.10660], [-1.44616, 1.00675, -1.74727], [0.87645, 0.88939, -0.56427], [0.33149, 0.67814, 1.80063], [-0.74858, -0.70341, 1.47094], [1.42023, -1.84300, 1.84466], [2.26252, -0.56533, 0.93195], [-0.67271, -1.64821, -1.24917], [0.77668, -0.94904, -2.00395]],
  "mulliken_charge": [-0.52, -0.65, 0.39, -0.73, -0.46, -0.39, -0.59, 0.31, 0.33, 0.28, 0.21, 0.34, 0.34, 0.31, 0.26, 0.30, 0.28],
  "smiles": "OC[C@H]1CCOC1",
  "e_homo_ev": -9.6,
  "e_above_lowest_ev": 1.657,
  "mol_weight_g_mol": 102.133,
  "largest_force_ev_per_a": 0.39,
  "orbital_gap_ev": 10.44,
  "energy_ev": -9441.38553,
  "total_charge": 0,
  "multiplicity": 1
}


Entry 3:
{
  "formula": "C3H9N2O",
  "method": "ωB97M-V/def2-TZVPD",
  "symbols": ["C", "C", "C", "N", "N", "O", "H", "H", "H", "H", "H", "H", "H", "H", "H"],
  "coordinates": [[-3.72411, -0.27829, -0.27908], [-2.48391, -0.26318, 0.28049], [-1.24461, 0.36757, -0.13022], [-0.23003, 0.88947, -0.39044], [2.74952, 1.01387, -0.32684], [1.80385, -1.31561, 0.41232], [-4.69791, -0.62048, 0.16999], [-3.91609, 0.32633, -1.15035], [-2.26051, -0.63999, 1.29834], [2.59474, 0.13024, 0.21885], [1.78732, 1.25576, -0.64966], [3.50527, 0.77440, -1.00379], [3.28169, 1.67522, 0.23368], [0.84901, -1.23087, 0.47113], [1.98577, -2.08445, 0.84558]],
  "mulliken_charge": [-0.53, -0.15, 0.36, -0.55, -0.46, -0.62, 0.28, 0.27, 0.26, 0.35, 0.44, 0.39, 0.39, 0.28, 0.29],
  "e_homo_ev": -14.0,
  "e_above_lowest_ev": 1.911,
  "mol_weight_g_mol": 89.118,
  "largest_force_ev_per_a": 4.09,
  "orbital_gap_ev": 10.72,
  "energy_ev": -8277.16328,
  "total_charge": 1,
  "multiplicity": 1
}


Entry 4:
{
  "formula": "C4H8O2",
  "method": "ωB97M-V/def2-TZVPD",
  "symbols": ["C", "C", "O", "O", "H", "H", "H", "H", "C", "C", "H", "H", "H", "H"],
  "coordinates": [[-0.68802, 1.75118, -1.95223], [0.45837, 0.95080, -1.34114], [0.50604, -0.22838, -1.20063], [1.46156, 1.70381, -0.94131], [-1.45334, 0.91400, -2.14448], [-0.97077, 2.40675, -1.15894], [-0.42299, 2.21128, -2.95578], [2.01780, 1.20200, -0.33229], [-0.43126, -1.24382, 2.12627], [0.04928, -2.47207, 1.95902], [-0.58924, -0.77691, 3.10067], [-0.72717, -0.79462, 1.20595], [0.59449, -2.99839, 2.73530], [0.19524, -2.62563, 0.89958]],
  "mulliken_charge": [-0.84, 0.66, -0.52, -0.45, 0.25, 0.27, 0.31, 0.34, -0.38, -0.54, 0.26, 0.15, 0.28, 0.23],
  "smiles": "CC(=O)O.C=C",
  "e_homo_ev": -10.0,
  "e_above_lowest_ev": 1.675,
  "mol_weight_g_mol": 88.106,
  "largest_force_ev_per_a": 3.08,
  "orbital_gap_ev": 10.74,
  "energy_ev": -8371.60681,
  "total_charge": 0,
  "multiplicity": 1
}


Entry 5:
{
  "formula": "C31H63BFO3PRb",
  "method": "ωB97M-V/def2-TZVPD",
  "symbols": ["Rb", "C", "C", "C", "C", "P", "C", "C", "C", "C", "C", "C", "C", "C", "C", "C", "C", "C", "H", "H", "H", "H", "H", "H", "H", "H", "H", "H", "H", "H", "H", "H", "H", "H", "H", "H", "H", "H", "H", "H", "H", "H", "H", "H", "H", "H", "H", "H", "H", "H", "H", "H", "H", "H", "B", "H", "H", "H", "H", "C", "C", "O", "C", "H", "H", "H", "H", "H", "H", "C", "C", "O", "C", "H", "H", "H", "H", "H", "H", "C", "C", "O", "C", "H", "H", "H", "H", "H", "H", "F", "C", "C", "C", "C", "C", "C", "H", "H", "H", "H", "H"],
  "coordinates": [[-2.96490, -6.53677, -3.02670], [4.93875, 1.54737, 0.58821], [4.21391, 2.37329, -0.46228], [3.04555, 3.19941, 0.04162], [1.84489, 2.37189, 0.51855], [0.21098, 3.28007, 0.64165], [-0.73453, 3.20409, -0.89680], [-0.17914, 4.00646, -2.12666], [-1.15096, 3.93541, -3.27381], [-0.79889, 4.76649, -4.53075], [-0.72602, 2.68848, 2.06757], [-0.05561, 3.04668, 3.43012], [-0.79241, 2.46342, 4.63539], [-2.18384, 3.17885, 4.93223], [0.58272, 5.10405, 0.90438], [-0.56703, 6.06273, 0.90305], [-0.07282, 7.52012, 1.03781], [-1.22974, 8.58074, 1.17283], [5.56630, 2.25803, 1.12601], [5.71294, 0.95098, 0.10545], [4.38175, 0.87259, 1.23823], [3.78093, 1.69110, -1.19388], [5.02013, 2.95335, -0.91131], [2.85709, 3.85919, -0.80530], [3.20282, 3.88730, 0.87239], [1.96669, 1.95618, 1.51878], [1.65529, 1.57024, -0.19524], [-1.69102, 3.64055, -0.60918], [-0.95517, 2.16772, -1.15246], [0.77597, 3.69132, -2.54685], [0.09795, 5.04748, -1.96058], [-2.09904, 4.43679, -3.07928], [-1.40848, 2.90005, -3.49704], [-1.62847, 4.86574, -5.23079], [0.06299, 4.34181, -5.04544], [-0.56157, 5.81174, -4.33275], [-0.92037, 1.62565, 1.92373], [-1.60855, 3.32001, 1.96556], [0.04702, 4.13169, 3.44779], [0.96151, 2.66089, 3.49897], [-0.23331, 2.58169, 5.56357], [-0.94955, 1.39734, 4.47133], [-2.16090, 4.25387, 4.75360], [-2.47225, 3.08509, 5.97919], [-3.09005, 2.84102, 4.42948], [1.23636, 5.26734, 0.04753], [1.15927, 5.21142, 1.82316], [-1.20019, 5.83117, 1.75955], [-1.18920, 6.00084, 0.01020], [0.50292, 7.73109, 0.13663], [0.63290, 7.55597, 1.86773], [-1.67264, 8.85176, 0.21446], [-0.84162, 9.49907, 1.61345], [-1.99340, 8.24901, 1.87631], [-1.28382, -2.97798, -0.19216], [-1.30690, -3.94816, 0.27951], [-2.25698, -2.52221, -0.28954], [-0.56805, -2.35753, 0.32451], [-0.86532, -3.07328, -1.18212], [-2.95148, -5.25054, 5.00338], [-3.41075, -6.70679, 4.84507], [-4.22672, -7.15799, 5.70006], [-2.79907, -7.54217, 3.73878], [-1.90750, -5.10880, 5.28288], [-3.55151, -4.68640, 5.71740], [-3.13715, -4.78574, 4.03510], [-2.81886, -8.57697, 4.08067], [-1.77563, -7.18123, 3.63681], [-3.40581, -7.35986, 2.85180], [3.18841, -1.21088, -7.92459], [3.09210, -2.70981, -8.32731], [3.39561, -3.05252, -9.48329], [2.73072, -3.73218, -7.20222], [3.64387, -1.18958, -6.93454], [2.20786, -0.73507, -7.90974], [3.88456, -0.65980, -8.55688], [2.92745, -4.74032, -7.56699], [1.75010, -3.74528, -6.72651], [3.41456, -3.63428, -6.35908], [-7.01195, -0.91588, 1.47537], [-6.80881, 0.31354, 0.62219], [-6.63458, 1.37446, 1.15313], [-6.85370, 0.13532, -0.88446], [-6.73861, -0.77073, 2.52051], [-6.35115, -1.70763, 1.12241], [-8.04008, -1.26226, 1.37013], [-6.85346, 1.09315, -1.40471], [-7.78723, -0.34491, -1.17774], [-6.02111, -0.45360, -1.26927], [7.06952, -7.72235, 1.84575], [5.93581, -8.05843, 1.16017], [4.94875, -7.12480, 0.86188], [3.89323, -7.44859, -0.02852], [3.78864, -8.72208, -0.56045], [4.78681, -9.62219, -0.24146], [5.80498, -9.34571, 0.63612], [5.02489, -6.11486, 1.23690], [3.30736, -6.59145, -0.32598], [3.06492, -9.07936, -1.27808], [4.68631, -10.60752, -0.67207], [6.49401, -10.16835, 0.75816]],
  "mulliken_charge": [0.96, -1.24, -0.78, -0.47, -0.89, 0.67, -1.34, -0.41, -0.51, -1.39, -0.96, -0.50, -0.69, -1.18, -1.42, -0.66, -0.59, -1.26, 0.30, 0.38, 0.35, 0.34, 0.37, 0.27, 0.41, 0.47, 0.58, 0.52, 0.86, 0.34, 0.27, 0.30, 0.36, 0.39, 0.34, 0.34, 0.70, 0.48, 0.30, 0.35, 0.36, 0.36, 0.29, 0.38, 0.33, 0.72, 0.78, 0.37, 0.23, 0.33, 0.42, 0.33, 0.38, 0.34, 0.11, -0.25, -0.28, -0.30, -0.21, -0.99, 0.74, -0.57, -0.92, 0.30, 0.30, 0.29, 0.31, 0.31, 0.24, -0.94, 0.75, -0.54, -1.07, 0.30, 0.27, 0.30, 0.32, 0.30, 0.30, -1.01, 0.81, -0.55, -1.06, 0.29, 0.31, 0.29, 0.30, 0.33, 0.29, -0.28, 0.35, -0.38, -0.31, -0.48, -0.25, -0.39, 0.38, 0.36, 0.34, 0.32, 0.35],
  "e_homo_ev": -9.5,
  "mol_weight_g_mol": 630.094,
  "largest_force_ev_per_a": 4.73,
  "orbital_gap_ev": 6.12,
  "energy_ev": -52638.79242,
  "total_charge": 1,
  "multiplicity": 1
}


Entry 6:
{
  "formula": "C4H10O",
  "method": "ωB97M-V/def2-TZVPD",
  "symbols": ["C", "C", "C", "C", "O", "H", "H", "H", "H", "H", "H", "H", "H", "H", "H"],
  "coordinates": [[-2.24580, -0.33656, 0.06120], [-1.03136, -0.02160, 0.50614], [0.24678, -0.63779, 0.00707], [1.55632, 0.15448, 0.06608], [2.59366, -0.81016, -0.03556], [-2.36097, -0.95129, -0.82790], [-3.14373, 0.11054, 0.47825], [-0.91986, 0.71607, 1.30275], [0.12197, -1.05252, -1.00090], [0.37025, -1.47972, 0.69360], [1.62192, 0.88743, -0.75175], [1.63123, 0.71448, 1.01270], [3.43844, -0.35139, -0.11476], [-1.25418, 1.31466, -0.71202], [-0.62467, 1.74336, -0.68487]],
  "mulliken_charge": [-0.68, -0.31, -0.51, -0.40, -0.50, 0.27, 0.29, 0.37, 0.22, 0.29, 0.32, 0.29, 0.31, 0.05, 0.00],
  "smiles": "C=CCCO.[H][H]",
  "e_homo_ev": -9.0,
  "e_above_lowest_ev": 2.948,
  "mol_weight_g_mol": 74.123,
  "largest_force_ev_per_a": 1.79,
  "orbital_gap_ev": 9.97,
  "energy_ev": -6354.85502,
  "total_charge": 0,
  "multiplicity": 1
}


Entry 7:
{
  "formula": "C4H6F2O",
  "method": "ωB97M-V/def2-TZVPD",
  "symbols": ["C", "C", "C", "C", "H", "H", "H", "H", "H", "H", "O", "F", "F"],
  "coordinates": [[-1.07949, 0.58808, 1.00419], [-0.33483, -0.22767, -0.03099], [0.50418, 0.59914, -1.01385], [0.97837, -0.14901, 0.17901], [-0.48906, 1.62706, 1.09109], [-1.10083, -0.16880, 1.88633], [-2.05867, 0.80920, 0.60527], [-0.05512, -2.19402, -0.44917], [0.71891, 1.57350, -1.30852], [1.38326, 0.35130, 1.03842], [-0.95148, -1.32330, -0.58224], [0.87838, -0.26893, -2.16061], [1.60638, -1.21655, -0.25893]],
  "mulliken_charge": [-1.10, 0.63, -0.23, -0.08, 0.25, 0.27, 0.37, 0.41, 0.43, 0.35, -0.65, -0.32, -0.31],
  "e_homo_ev": -9.6,
  "e_above_lowest_ev": 4.530,
  "mol_weight_g_mol": 108.087,
  "largest_force_ev_per_a": 7.38,
  "orbital_gap_ev": 10.21,
  "energy_ev": -11723.13804,
  "total_charge": 0,
  "multiplicity": 1
}


Entry 8:
{
  "formula": "CH4FP",
  "method": "ωB97M-V/def2-TZVPD",
  "symbols": ["C", "F", "P", "H", "H", "H", "H"],
  "coordinates": [[0.14491, -0.22840, 0.61146], [-2.35479, -0.19832, 0.88734], [-1.42102, 0.34455, -0.30160], [0.95280, 0.46787, 0.58960], [0.50452, -1.21259, 0.21224], [-0.35600, -0.35224, 1.65222], [-1.75654, -1.38341, -2.21166]],
  "mulliken_charge": [-0.70, -0.25, 0.25, 0.30, 0.25, 0.21, -0.06],
  "e_homo_ev": [-8.5, -9.7],
  "e_above_lowest_ev": 3.244,
  "mol_weight_g_mol": 66.015,
  "largest_force_ev_per_a": 2.52,
  "orbital_gap_ev": [7.98, 9.09],
  "energy_ev": -13104.99223,
  "total_charge": 0,
  "multiplicity": 1
}